No. 1
# C47H51IN6O2PtS

A molecular structure, C47H51IN6O2PtS (wB97M-V/def2-TZVPD, the OMol25 dataset).

CARTESIAN COORDINATES (ANGSTROEM)
Pt -0.130 1.021 -0.475
I 5.147 0.492 -0.263
S 2.207 4.068 -0.571
O 1.742 5.315 -1.117
O 3.144 3.298 -1.327
N -0.473 4.881 0.575
N 0.953 -0.741 -0.557
N -1.233 2.713 -0.041
N -1.588 -0.241 -0.868
N 4.703 5.059 4.741
N 0.940 3.085 -0.219
C -1.736 5.208 0.786
C -2.489 3.063 0.183
C -2.823 -5.412 -0.877
C -3.610 0.687 -1.839
C 4.542 3.782 2.683
C -2.321 2.296 -3.276
C -3.773 -1.803 2.365
C -2.951 0.103 -0.745
C 0.914 -5.584 -0.308
C -1.439 -5.124 -0.692
C -3.775 0.546 -4.357
C 2.543 5.481 1.769
C -3.393 -3.040 -1.084
C 0.156 -1.837 -0.623
C 3.615 -2.488 1.279
C 1.980 -0.514 -3.427
C -3.617 -0.137 0.463
C -2.024 -2.724 -0.906
C 2.962 4.410 0.990
C 2.437 -0.947 -0.332
C 0.255 -3.275 -0.545
C 3.967 -2.790 -1.054
C 3.021 -1.864 -1.398
C 3.011 0.481 -0.408
C -4.929 1.103 -1.677
C 1.880 -2.988 -3.374
C -0.244 3.644 0.111
C -4.941 0.276 0.579
C -1.247 -1.542 -0.832
C -1.077 -3.766 -0.720
C 2.509 0.096 3.048
C -2.898 -0.793 1.625
C 1.354 -2.122 3.164
C -5.590 0.906 -0.474
C -2.888 0.880 -3.157
C 3.118 5.691 3.011
C -2.339 0.260 2.585
C 3.972 3.570 1.440
C 4.353 -3.115 0.258
C 1.264 -4.240 -0.339
C 2.684 -1.768 -2.895
C 2.657 -1.539 1.063
C 1.821 -1.009 2.220
C 4.110 4.834 3.486
C -3.751 -4.385 -1.068
C -2.804 4.350 0.581
C -0.397 -6.050 -0.477
H 0.594 -1.747 3.859
H 0.855 -2.945 -2.999
H 2.795 6.527 3.623
H 2.679 1.090 0.429
H -0.613 -7.114 -0.445
H 2.183 -2.509 3.767
H -4.555 1.299 -4.511
H -1.634 0.921 2.081
H 4.425 -3.348 -1.873
H -4.796 -4.647 -1.212
H 1.889 -0.601 -4.516
H 1.761 6.125 1.399
H 2.528 0.407 -3.223
H -3.157 -6.446 -0.869
H -3.118 3.041 -3.169
H -4.214 -2.519 1.669
H 5.321 3.115 3.034
H 2.790 1.001 -1.331
H 2.547 1.048 2.513
H -3.146 0.866 3.013
H 0.974 -0.405 -3.017
H -1.855 2.435 -4.255
H 3.649 -1.801 -3.421
H 2.299 -3.965 -0.215
H 5.096 4.224 5.146
H 5.105 -3.864 0.467
H -4.146 -2.277 -1.239
H -5.450 1.572 -2.504
H 4.316 2.753 0.811
H -3.250 2.302 0.059
H 0.914 -0.570 1.794
H 1.978 0.277 3.992
H 1.709 -6.306 -0.146
H -6.619 1.229 -0.360
H -2.053 -1.351 1.216
H -1.803 -0.225 3.406
H -4.575 -1.319 2.932
H 3.538 -0.196 3.280
H -3.166 0.519 -5.263
H -3.828 4.645 0.754
H -3.160 -2.359 3.077
H -4.256 -0.426 -4.239
H 3.778 -2.819 2.304
H -1.906 6.217 1.152
H -1.563 2.486 -2.518
H -5.474 0.100 1.506
H 1.844 -3.023 -4.472
H -2.048 0.185 -3.154
H 0.934 -2.954 2.596
H 2.317 -3.917 -3.007
H 4.085 5.510 5.398

Values from the calculation:
ΔE to the lowest compared entry with this formula, charge and spin ... 16.1 kcal per mole
Kohn-Sham gap (alpha / beta) ... 0.126 / 0.138 Ha
2S+1 ... 3
E_tot ... -84785.6909 eV
Strongest force on any atom ... 0.33 eV/A
⟨S²⟩ ... 2.04
Total charge ... -2
LUMO energy (alpha / beta) ... 3.83 / 3.83 eV

No. 2
# C47H52Cl3N6O2PZr

A molecular structure, C47H52Cl3N6O2PZr (wB97M-V/def2-TZVPD, the OMol25 dataset).

CARTESIAN COORDINATES (ANGSTROEM)
Zr -0.647 -0.311 0.613
Cl 0.440 -2.699 1.699
Cl -5.325 -6.205 1.085
Cl -4.218 -1.684 3.718
P -0.981 0.543 -2.393
O -1.308 -1.772 -0.815
O -2.201 -1.256 1.565
N -2.306 3.526 2.236
N -1.411 1.808 0.914
N -3.574 1.652 1.766
N 0.713 0.685 2.177
N 1.422 1.391 4.339
N -0.016 -0.464 4.000
C -1.246 2.881 -3.993
C 1.517 -2.379 -0.731
C 3.763 2.237 0.736
C 1.546 1.550 1.410
C 2.127 -4.247 -2.151
C -5.425 -0.030 -3.436
C 0.665 4.182 -4.660
C -1.908 -2.864 -0.758
C -2.419 2.331 1.614
C 0.945 2.513 0.536
C -2.747 -3.234 0.330
C 1.829 3.407 -0.134
C -0.028 4.661 -1.040
C -0.096 -0.713 -3.371
C -1.191 -0.001 4.709
C 3.232 3.239 -0.023
C 1.123 -3.341 0.191
C -3.644 1.311 -2.548
C -4.521 -1.047 -3.702
C -4.202 0.901 0.693
C 1.376 -0.940 -0.385
C 2.907 1.394 1.464
C -3.177 -0.879 -3.409
C -4.983 1.154 -2.863
C 1.641 0.977 5.727
C -3.482 -4.431 0.214
C -0.702 3.957 -4.679
C -2.916 -2.352 1.427
C 2.036 -2.882 -1.926
C -4.405 -4.754 1.181
C -3.372 4.516 2.210
C 0.948 2.279 -3.227
C -1.066 3.952 2.842
C -4.451 1.889 2.905
C 1.198 -4.705 0.017
C 0.776 0.579 3.476
C -2.722 0.303 -2.827
C -0.426 2.036 -3.257
C 1.493 3.336 -3.933
C -0.914 3.744 -0.448
C 1.714 -5.160 -1.192
C -0.463 2.713 0.335
C 2.092 2.661 4.050
C -4.612 -3.881 2.252
C -3.895 -2.709 2.371
C 1.314 4.487 -0.891
C 0.632 -1.636 4.577
H 3.176 2.532 4.036
H 1.608 1.646 -2.642
H 2.387 -2.190 -2.678
H -4.807 0.927 3.263
H -5.682 1.955 -2.665
H 2.540 -4.605 -3.084
H 1.798 -6.221 -1.375
H -5.317 2.496 2.632
H -1.746 0.702 4.081
H -2.485 -1.674 -3.649
H -4.860 -1.964 -4.161
H 3.873 3.925 -0.557
H -1.980 3.855 -0.600
H 0.964 -0.465 -3.351
H -1.348 4.606 -5.254
H 0.872 -5.382 0.790
H 1.087 5.007 -5.216
H -0.008 -2.505 4.427
H -0.560 4.720 2.251
H -2.311 2.705 -4.055
H -6.469 -0.154 -3.683
H -3.792 4.694 3.203
H -4.162 4.196 1.535
H 4.832 2.103 0.802
H 1.827 3.348 4.852
H 1.791 3.090 3.103
H -2.956 5.453 1.834
H -1.794 -3.554 -1.603
H 1.796 1.872 6.325
H -3.325 -5.078 -0.634
H -3.311 2.239 -2.093
H -0.972 0.476 5.676
H -0.416 5.470 -1.640
H -1.284 4.344 3.838
H 2.531 0.348 5.804
H -0.426 -0.678 -4.411
H 2.561 3.502 -3.915
H 0.822 -1.546 5.651
H -5.345 -4.130 3.006
H -1.838 -0.856 4.884
H -4.706 0.032 1.114
H 2.113 -0.723 0.399
H 0.783 0.449 6.129
H 2.014 5.161 -1.364
H 1.660 -0.306 -1.233
H -3.906 2.386 3.701
H -0.223 -1.710 -2.964
H -3.472 0.554 -0.040
H -0.420 3.084 2.945
H -4.939 1.522 0.179
H 1.579 -1.825 4.074
H 3.322 0.619 2.097

Values from the calculation:
Kohn-Sham gap ... 0.253 Ha
E_tot ... -110746.4222 eV
Strongest force on any atom ... 0.78 eV/A
Total charge ... +2
LUMO energy ... -5.74 eV